(1)
Molecular formula: C23H16BrN5NiO2
Method: DFT, wB97M-V/def2-TZVPD

Atoms and positions in Å:
Ni  -0.075  0.167  0.016
O  2.598  3.051  0.957
C  1.981  2.080  0.522
N  0.688  1.933  0.234
C  -0.268  3.011  0.150
C  0.017  4.373  0.220
C  -1.004  5.320  0.118
C  -2.305  4.908  -0.038
C  -2.591  3.546  -0.156
C  -1.569  2.600  -0.099
N  -1.723  1.167  -0.205
C  -2.860  0.546  -0.526
O  -3.921  0.992  -0.957
C  -2.853  -0.956  -0.227
C  -3.950  -1.719  -0.608
C  -3.994  -3.057  -0.253
C  -2.946  -3.594  0.488
C  -1.888  -2.773  0.804
N  -1.827  -1.480  0.450
C  2.836  0.858  0.166
C  4.177  0.851  0.531
C  4.979  -0.203  0.128
C  4.424  -1.216  -0.646
C  3.083  -1.141  -0.949
N  2.292  -0.134  -0.548
H  1.033  4.690  0.374
H  -0.767  6.382  0.177
H  -3.112  5.638  -0.086
H  -3.603  3.219  -0.311
H  -4.746  -1.222  -1.148
H  -4.836  -3.677  -0.543
H  -2.944  -4.630  0.804
H  -1.050  -3.162  1.376
H  4.549  1.695  1.099
H  6.028  -0.236  0.406
H  5.015  -2.053  -1.000
H  2.618  -1.917  -1.548
Br  2.150  -6.227  0.104
C  1.537  -4.458  0.085
C  0.901  -3.962  -1.039
C  0.465  -2.652  -1.006
N  0.639  -1.857  0.056
C  1.259  -2.353  1.133
C  1.724  -3.653  1.194
H  0.747  -4.574  -1.917
H  -0.054  -2.224  -1.860
H  1.399  -1.678  1.973
H  2.217  -4.021  2.083

Computed properties:
**Kohn-Sham gap (spin up / spin down)**: 6.7 / 6.6 eV
**E_LUMO (spin up / spin down)**: -0.59 / -0.61 eV
**Maximum force**: 1.5 eV/A
**Total charge**: 0
**Highest occupied orbital energy (spin up / spin down)**: -7.273 / -7.214 eV
**⟨S²⟩**: 2.006
**2S+1**: 3
**E_tot**: -5392.6762 hartree

These are the Mulliken partial charges, in e, on atoms 1 to 2: -0.0760, -0.7551

(2)
Molecular formula: C23H16Cl3CoN6O4S
Method: DFT, wB97M-V/def2-TZVPD

Atoms and positions in Å:
Co  0.102  -0.121  -0.208
C  2.573  -1.559  -3.330
C  3.714  -0.806  -3.115
C  3.834  -0.076  -1.940
C  2.788  -0.103  -1.042
N  1.663  -0.807  -1.270
C  1.560  -1.533  -2.388
C  2.757  0.591  0.249
C  3.856  1.116  0.900
C  3.690  1.676  2.158
C  2.431  1.683  2.738
C  1.372  1.146  2.034
N  1.538  0.618  0.815
H  2.449  -2.154  -4.223
H  4.505  -0.782  -3.852
H  4.717  0.513  -1.742
H  0.650  -2.095  -2.527
H  4.832  1.074  0.439
H  4.540  2.093  2.682
H  2.263  2.094  3.723
H  0.371  1.127  2.441
S  -3.643  -5.608  3.131
N  -2.062  -5.390  2.926
C  -1.921  -4.212  2.336
C  -0.651  -3.620  1.947
C  0.593  -4.207  2.152
C  1.718  -3.531  1.731
C  1.588  -2.305  1.096
N  0.398  -1.731  0.875
C  -0.705  -2.381  1.315
C  -1.955  -1.696  1.093
N  -1.834  -0.501  0.493
C  -2.942  0.165  0.187
C  -4.210  -0.319  0.502
C  -4.336  -1.530  1.145
C  -3.178  -2.249  1.448
C  -3.145  -3.553  2.089
N  -4.202  -4.240  2.493
H  0.656  -5.170  2.642
H  2.706  -3.944  1.873
H  2.467  -1.786  0.763
H  -2.821  1.093  -0.349
H  -5.078  0.264  0.231
H  -5.304  -1.942  1.400
O  -0.412  0.495  -3.959
Cl  -0.778  0.687  -2.618
O  -0.949  -0.641  -1.915
O  -1.930  1.483  -2.442
O  0.361  1.220  -1.810
Cl  -2.278  2.133  2.922
C  -2.072  3.245  1.570
Cl  -0.805  2.681  0.442
H  -1.751  4.207  1.950
H  -2.998  3.324  1.013

Computed properties:
**Kohn-Sham gap**: 7.1 eV
**E_LUMO**: -7.66 eV
**Maximum force**: 4.0 eV/A
**Total charge**: +2
**Highest occupied orbital energy**: -14.734 eV
**E_tot**: -4676.3567 hartree

These are the Mulliken partial charges, in e, on atoms 1 to 2: -0.5759, -0.9389

(3)
Molecular formula: C23H16ClF9IN2O2PRu
Method: DFT, wB97M-V/def2-TZVPD

Atoms and positions in Å:
Ru  2.127  -0.950  -0.844
C  -2.852  1.120  0.704
C  -1.574  1.386  1.428
N  -1.626  2.277  2.392
C  -0.645  2.482  3.236
C  0.454  1.632  3.279
C  1.543  1.781  4.311
O  2.824  1.600  3.754
C  0.585  0.673  2.259
C  1.617  -0.342  2.409
N  2.209  -0.995  1.488
C  3.004  -2.101  1.794
C  2.554  -3.071  2.698
C  3.326  -4.182  2.985
C  4.570  -4.337  2.395
C  5.041  -3.389  1.496
C  4.247  -2.305  1.188
I  4.927  -0.882  -0.272
C  -0.372  0.661  1.226
O  -0.159  -0.120  0.119
H  -3.658  1.246  1.425
H  -2.888  0.112  0.298
H  -3.019  1.834  -0.101
H  -0.771  3.307  3.924
H  1.421  1.005  5.078
H  1.428  2.746  4.810
H  3.206  2.451  3.508
H  1.843  -0.589  3.450
H  1.578  -2.949  3.144
H  2.952  -4.932  3.665
H  5.176  -5.196  2.627
H  6.006  -3.506  1.031
F  -4.551  4.703  -5.705
C  -5.043  3.690  -4.985
F  -5.868  4.229  -4.067
F  -5.804  2.949  -5.792
C  -3.959  2.888  -4.306
C  -2.784  3.523  -3.910
C  -1.843  2.823  -3.184
C  -2.075  1.478  -2.864
C  -3.223  0.826  -3.334
C  -4.167  1.538  -4.042
C  -1.246  0.844  -1.923
C  -0.729  0.280  -0.983
H  -2.622  4.560  -4.158
H  -0.931  3.299  -2.855
H  -3.385  -0.216  -3.111
H  -5.069  1.054  -4.381
Cl  1.955  0.875  -2.202
F  0.509  -2.657  -0.102
P  0.855  -3.789  -1.329
F  0.887  -4.909  -0.218
F  0.931  -2.431  -2.347
F  1.305  -4.721  -2.501
F  -0.692  -3.899  -1.615
F  2.471  -3.406  -0.990

Computed properties:
**Kohn-Sham gap (spin up / spin down)**: 4.7 / 5.3 eV
**E_LUMO (spin up / spin down)**: -6.68 / -6.07 eV
**Maximum force**: 2.9 eV/A
**Total charge**: +1
**Highest occupied orbital energy (spin up / spin down)**: -11.366 / -11.376 eV
**⟨S²⟩**: 1.145
**2S+1**: 2
**E_tot**: -3238.7661 hartree

These are the Mulliken partial charges, in e, on atoms 1 to 2: 0.6345, -1.5673

(4)
Molecular formula: C23H16ClF9IN2O2PRu
Method: DFT, wB97M-V/def2-TZVPD

Atoms and positions in Å:
Ru  1.950  -0.646  -0.564
C  -2.858  1.699  1.403
C  -1.513  1.697  2.071
N  -1.394  2.460  3.154
C  -0.292  2.410  3.903
C  0.728  1.506  3.695
C  1.887  1.384  4.651
O  3.123  1.216  3.963
C  0.656  0.723  2.534
C  1.625  -0.359  2.398
N  2.125  -0.941  1.367
C  2.915  -2.128  1.620
C  2.447  -3.163  2.411
C  3.245  -4.282  2.599
C  4.489  -4.375  1.991
C  4.951  -3.352  1.169
C  4.144  -2.248  1.001
I  4.602  -0.693  -0.275
C  -0.429  0.900  1.687
O  -0.375  0.186  0.493
H  -3.599  1.844  2.188
H  -3.065  0.771  0.879
H  -2.951  2.522  0.694
H  -0.254  3.096  4.742
H  1.766  0.506  5.291
H  1.903  2.251  5.311
H  3.529  2.077  3.820
H  1.961  -0.770  3.344
H  1.455  -3.109  2.842
H  2.878  -5.098  3.206
H  5.097  -5.258  2.131
H  5.906  -3.431  0.668
F  -4.027  3.752  -6.751
C  -4.688  2.875  -5.983
F  -5.782  3.503  -5.520
F  -5.109  1.880  -6.775
C  -3.836  2.368  -4.850
C  -2.873  3.197  -4.294
C  -2.130  2.755  -3.213
C  -2.354  1.486  -2.685
C  -3.313  0.653  -3.259
C  -4.052  1.095  -4.342
C  -1.619  1.044  -1.525
C  -1.029  0.678  -0.555
H  -2.700  4.180  -4.711
H  -1.368  3.389  -2.779
H  -3.465  -0.341  -2.861
H  -4.793  0.451  -4.795
Cl  2.001  1.325  -1.476
F  0.311  -2.284  -0.081
P  0.586  -3.188  -1.470
F  0.617  -4.494  -0.600
F  0.691  -1.692  -2.243
F  1.018  -3.907  -2.786
F  -0.950  -3.242  -1.757
F  2.215  -2.879  -1.076

Computed properties:
**Kohn-Sham gap (spin up / spin down)**: 5.7 / 5.8 eV
**E_LUMO (spin up / spin down)**: -5.72 / -5.59 eV
**Maximum force**: 0.9 eV/A
**Total charge**: +1
**Highest occupied orbital energy (spin up / spin down)**: -11.414 / -11.422 eV
**⟨S²⟩**: 0.789
**2S+1**: 2
**E_tot**: -3238.8134 hartree

These are the Mulliken partial charges, in e, on atoms 1 to 2: 0.5709, -1.4893

(5)
Molecular formula: C23H16ClI2N3O3Ti
Method: DFT, wB97M-V/def2-TZVPD

Atoms and positions in Å:
Ti  0.277  0.021  0.347
C  3.025  3.027  2.036
C  1.885  3.564  1.231
N  1.922  4.803  0.800
C  0.899  5.284  0.069
C  -0.209  4.554  -0.275
C  -1.302  5.176  -1.106
O  -2.566  5.166  -0.449
C  -0.262  3.207  0.157
C  -1.441  2.411  -0.129
N  -1.476  1.123  -0.077
C  -2.726  0.454  -0.249
C  -3.540  0.696  -1.345
C  -4.746  0.020  -1.470
C  -5.137  -0.899  -0.510
C  -4.325  -1.155  0.589
C  -3.123  -0.479  0.706
I  -1.899  -0.803  2.378
C  0.787  2.716  0.929
O  0.785  1.473  1.435
H  3.748  3.821  2.203
H  3.511  2.200  1.513
H  2.677  2.641  2.995
H  0.991  6.316  -0.251
H  -1.450  4.621  -2.034
H  -1.008  6.190  -1.385
H  -2.541  5.796  0.279
H  -2.363  2.952  -0.340
H  -3.220  1.401  -2.101
H  -5.377  0.211  -2.327
H  -6.077  -1.424  -0.610
H  -4.632  -1.863  1.346
Cl  4.628  -4.934  -0.378
C  3.729  -3.467  -0.540
C  4.374  -2.310  -0.863
C  3.658  -1.101  -1.029
I  4.660  0.626  -1.547
C  2.296  -1.073  -0.876
O  1.528  0.017  -1.077
C  1.637  -2.270  -0.463
N  0.294  -2.146  -0.180
C  -0.386  -3.230  0.121
C  0.207  -4.504  0.183
C  1.556  -4.622  -0.010
C  2.328  -3.481  -0.329
H  5.445  -2.321  -1.004
H  -1.439  -3.103  0.337
H  -0.404  -5.364  0.413
H  2.042  -5.585  0.074

Computed properties:
**Kohn-Sham gap (spin up / spin down)**: 7.3 / 7.4 eV
**E_LUMO (spin up / spin down)**: -3.81 / -3.77 eV
**Maximum force**: 0.6 eV/A
**Total charge**: +1
**Highest occupied orbital energy (spin up / spin down)**: -11.115 / -11.123 eV
**⟨S²⟩**: 0.753
**2S+1**: 2
**E_tot**: -3181.0102 hartree

These are the Mulliken partial charges, in e, on atoms 1 to 2: 0.5528, -1.1943